# C26H76AgF2N7O16S2

C26H76AgF2N7O16S2 as an isolated structure at a distorted geometry (wB97M-V/def2-TZVPD, the OMol25 dataset).

Each line ends with the Mulliken charge.
Positions of all 130 atoms, in Å:
Ag1 -1.2091 -3.1964 0.2348  1.1320
N1 -0.8871 -1.0568 0.2706  1.3717
S1 -0.9759 0.1428 -0.7551  0.0528
O1 0.1505 0.9781 -1.0356  -0.2323
O2 -2.2941 0.6941 -0.9460  -0.7029
F1 -0.9805 -0.7969 -2.0739  0.1079
S2 -0.4695 -0.0555 1.5895  -0.3763
O3 -1.4703 0.8852 1.9935  -0.0213
O4 0.9170 0.2148 1.7638  0.1554
F2 -0.6839 -1.2408 2.6419  -0.5177
C1 -2.3796 4.0931 0.3750  0.2091
C2 -3.3042 4.6750 -0.6882  -0.6607
O5 -2.5730 5.6991 -1.3778  -0.4775
H1 -2.0692 4.7960 1.1503  0.3993
H2 -1.5443 3.5815 -0.1012  -0.4407
H3 -2.9062 3.3626 1.0039  -0.0143
H4 -4.1787 5.0416 -0.1447  0.4199
H5 -3.5473 3.9325 -1.4480  0.1488
H6 -2.8903 6.5127 -0.9730  0.3193
C3 2.4140 2.8610 2.0273  -0.5406
C4 2.7186 2.8452 3.5124  -0.0840
O6 3.5225 3.9702 3.8801  -0.6229
H7 3.2778 2.5820 1.4170  0.5632
H8 2.1078 3.8384 1.6544  0.5513
H9 1.6463 2.1302 1.7541  -0.0513
H10 3.3116 1.9516 3.7355  -0.0476
H11 1.8094 2.8159 4.1514  -0.5594
H12 3.0035 4.5649 4.4280  0.4170
C5 0.3877 2.7428 4.5296  -0.2823
C6 -1.1018 2.8934 4.8364  -0.1212
O7 -1.2980 3.8318 5.8867  -0.5928
H13 1.0000 3.0063 5.3954  0.4029
H14 0.6023 3.5680 3.8467  0.3443
H15 0.6572 1.7849 4.0942  0.0309
H16 -1.5488 1.9396 5.1352  0.1904
H17 -1.6024 3.2644 3.9387  0.0680
H18 -2.0631 4.3768 5.6948  0.3455
C7 -6.4637 0.6025 1.4130  -1.4599
C8 -5.1007 1.1963 1.0701  0.7345
O8 -4.2179 1.1216 2.1680  -0.5487
H19 -6.4231 -0.3359 1.9675  0.3460
H20 -7.0794 0.5140 0.5198  0.3735
H21 -6.9450 1.2987 2.1041  0.3651
H22 -5.3242 2.2402 0.8203  0.1558
H23 -4.6974 0.6957 0.1844  -0.2292
H24 -3.3385 1.3893 1.8707  0.2847
C9 -3.8152 -2.7715 -1.9288  0.4516
O9 -2.8324 -2.9836 -1.1960  -0.3158
N2 -4.3490 -1.5241 -1.9528  -0.2287
N3 -4.2790 -3.6367 -2.8461  -0.3109
H25 -4.9622 -1.2244 -2.6883  0.1957
H26 -3.7950 -0.8417 -1.4506  -0.0710
H27 -4.9391 -3.3238 -3.5323  0.1895
H28 -3.8179 -4.5233 -2.9424  0.2115
C10 0.8449 -4.1662 -2.2505  0.4724
O10 0.0796 -3.4829 -1.5465  -0.2283
N4 2.1977 -4.0857 -2.1948  -0.3100
N5 0.3851 -5.0907 -3.1192  -0.3678
H29 2.6763 -4.8338 -2.6573  0.1760
H30 2.5925 -3.4293 -1.5434  0.1013
H31 0.9939 -5.5243 -3.7897  0.1914
H32 -0.5953 -5.1078 -3.3432  0.1849
C11 0.9081 -4.4341 2.5336  0.3609
O11 0.0545 -3.8705 1.8145  -0.5082
N6 2.2212 -4.1757 2.4207  -0.1481
N7 0.5662 -5.2609 3.5312  -0.4023
H33 2.8590 -4.6161 3.0585  0.2274
H34 2.6168 -3.5008 1.7731  0.2103
H35 1.2577 -5.7143 4.0987  0.1616
H36 -0.3997 -5.4193 3.7590  0.2385
C12 2.2399 -1.6943 -5.5217  -0.8795
C13 2.7453 -0.4286 -4.8159  0.2170
C14 1.8226 0.0441 -3.7154  0.2151
O12 4.0789 -0.6363 -4.3902  -0.5941
H37 1.3420 -1.4252 -6.0822  0.2471
H38 1.9664 -2.4654 -4.7972  -0.0618
H39 2.9410 -2.0942 -6.2528  0.4484
H40 2.7632 0.3171 -5.6212  0.1744
H41 2.2799 0.9317 -3.2688  -0.1375
H42 1.8296 -0.6412 -2.8655  -0.4096
H43 0.8408 0.3613 -4.0580  0.4973
H44 4.3669 0.0409 -3.7714  0.3348
C15 -1.4180 -2.4315 -4.8244  -0.5329
C16 -2.4414 -2.5819 -5.9382  0.3579
C17 -1.8741 -2.1434 -7.2970  -1.3165
O13 -2.6229 -4.0161 -6.0624  -0.5655
H45 -0.5004 -2.9487 -5.1129  0.1869
H46 -1.7621 -2.9831 -3.9474  -0.3655
H47 -1.1527 -1.4013 -4.5987  0.4573
H48 -3.4292 -2.1701 -5.7150  0.2312
H49 -1.7446 -1.0582 -7.3027  0.3473
H50 -2.5271 -2.4494 -8.1146  0.4094
H51 -0.8967 -2.5911 -7.4717  0.3201
H52 -3.2527 -4.1464 -6.7789  0.3400
C18 1.6439 3.5037 -3.0051  -0.9806
C19 0.6548 4.4308 -2.2569  1.0462
C20 1.0905 4.8699 -0.8555  -0.7750
O14 0.4305 5.5481 -3.0960  -0.5838
H53 1.1965 2.9838 -3.8459  0.2968
H54 2.1087 2.8226 -2.2872  -0.1824
H55 2.4728 4.1283 -3.3554  0.4791
H56 -0.2729 3.8617 -2.1566  -0.2138
H57 1.0635 4.0503 -0.1329  -0.2989
H58 0.4207 5.5882 -0.3822  0.3881
H59 2.0936 5.2994 -0.9246  0.4658
H60 1.3012 5.9136 -3.2863  0.4147
C21 2.2351 -1.6719 5.3214  -0.4359
C22 1.6313 -0.7224 6.3640  0.3402
C23 0.1047 -0.6576 6.2437  -1.0230
O15 1.9721 -1.1568 7.6747  -0.5835
H61 3.2774 -1.8438 5.6012  0.5403
H62 2.2718 -1.1887 4.3423  -0.2917
H63 1.6900 -2.6133 5.2313  0.0955
H64 2.0528 0.2631 6.1361  0.2887
H65 -0.3004 -1.5907 6.6310  0.4639
H66 -0.1235 -0.5929 5.1772  0.0046
H67 -0.2452 0.2576 6.7155  0.2496
H68 2.8491 -0.7978 7.8440  0.3608
C24 3.7223 -0.8221 2.3432  -0.6976
C25 2.9933 -1.3152 1.0962  1.9547
C26 2.8975 -0.2447 0.0374  -0.2158
O16 3.7172 -2.4607 0.5683  -0.7484
H69 3.8827 -1.6203 3.0683  0.4623
H70 3.0775 -0.1008 2.8471  -0.6394
H71 4.6771 -0.3555 2.0961  0.3819
H72 1.9820 -1.6191 1.3728  -1.0272
H73 2.3561 0.6442 0.3408  -0.3258
H74 2.5511 -0.6268 -0.9198  -0.5184
H75 3.8843 0.1625 -0.2227  0.5423
H76 4.6181 -2.1269 0.4761  0.4567

Calculated values
Orbital gap (spin up / spin down) = 8.10 / 3.06 eV
2S+1 = 2
Total charge = +1
Highest occupied orbital energy (spin up / spin down) = -11.4 / -11.4 eV
Calculated total energy = -3766.0390 hartree